## a
{"formula": "C4H9NO", "method": "ωB97M-V/def2-TZVPD", "symbols": ["O", "N", "C", "C", "C", "C", "H", "H", "H", "H", "H", "H", "H", "H", "H"], "xyz": [[1.886, -2.115, -1.406], [0.884, -2.538, 0.616], [-0.070, 1.299, 1.047], [1.538, -1.740, -0.269], [-1.046, 0.984, 0.256], [-1.207, 1.525, -1.176], [-0.422, 1.184, -1.865], [1.791, -0.733, 0.119], [-1.727, 0.411, 0.747], [-1.210, 2.632, -1.109], [-0.207, 1.452, 2.102], [0.693, 1.937, 0.647], [-2.149, 1.255, -1.587], [0.621, -2.107, 1.555], [0.628, -3.447, 0.323]], "total_charge": 1, "orbital_gap_ev": [11.474, 3.874], "s_squared": 0.76, "spin_multiplicity": 2, "homo_ha": [-0.55638, -0.49975]}


## b
{"formula": "C4H9NO", "method": "ωB97M-V/def2-TZVPD", "symbols": ["O", "N", "C", "C", "C", "C", "H", "H", "H", "H", "H", "H", "H", "H", "H"], "xyz": [[-2.614, -0.169, 0.407], [0.241, -0.715, -1.563], [-0.331, -0.641, -0.167], [-1.862, -0.816, -0.327], [-0.161, 0.624, 0.705], [1.427, 0.830, 0.785], [0.953, -1.310, -1.707], [-2.360, -1.323, -1.243], [-0.520, 0.368, 1.673], [1.779, 1.765, 0.502], [-0.577, 1.570, 0.270], [2.058, 0.272, 0.309], [-0.112, -1.525, 0.413], [1.750, 0.764, 1.690], [0.328, 0.304, -1.748]], "total_charge": 1, "orbital_gap_ev": [10.925, 6.105], "s_squared": 0.76, "spin_multiplicity": 2, "homo_ha": [-0.59649, -0.56580]}


Result of the stability comparison: a is the most stable of them.


## a
{"formula": "C6H8N2O2", "method": "ωB97M-V/def2-TZVPD", "symbols": ["O", "O", "N", "N", "C", "C", "C", "C", "C", "C", "H", "H", "H", "H", "H", "H", "H", "H"], "xyz": [[-1.026, -1.791, 1.946], [0.522, -1.479, 3.511], [-0.073, -1.204, 2.473], [0.712, 2.202, 1.341], [0.185, 1.722, 0.284], [0.132, -0.071, 1.726], [-0.002, -2.058, -0.716], [0.113, 2.406, -1.079], [-0.059, 0.295, 0.428], [-0.200, -0.569, -0.839], [-1.094, -0.353, -1.365], [0.562, 1.895, -1.956], [0.627, 0.096, -1.443], [-0.064, -2.458, -1.719], [-0.881, -2.523, -0.187], [-0.898, 2.647, -1.242], [0.888, -2.208, -0.186], [0.556, 3.450, -0.978]], "orbital_gap_ev": [8.236, 8.745], "homo_ha": [-0.36021, -0.35521]}


## b
{"formula": "C6H8N2O2", "method": "ωB97M-V/def2-TZVPD", "symbols": ["O", "O", "N", "N", "C", "C", "C", "C", "C", "C", "H", "H", "H", "H", "H", "H", "H", "H"], "xyz": [[-2.033, -1.275, 2.839], [-1.807, -0.374, 4.819], [-1.450, -1.454, 1.549], [-1.460, -0.230, 3.707], [0.202, 1.512, -0.128], [0.464, -0.916, -0.074], [-0.868, 0.854, 0.640], [0.969, 0.346, -0.852], [-1.321, 1.459, -0.428], [-0.439, -0.484, 1.183], [-2.054, 2.075, -0.862], [2.120, 0.443, -0.604], [0.198, -0.232, 2.018], [0.972, 0.384, -1.897], [-0.144, -1.727, -0.660], [-2.312, -1.746, 0.968], [1.383, -1.468, 0.367], [0.755, 2.537, 0.114]], "orbital_gap_ev": [8.715, 8.715], "homo_ha": [-0.31713, -0.31713]}


## c
{"formula": "C6H8N2O2", "method": "ωB97M-V/def2-TZVPD", "symbols": ["O", "O", "N", "N", "C", "C", "C", "C", "C", "C", "H", "H", "H", "H", "H", "H", "H", "H"], "xyz": [[-1.096, 2.037, 1.684], [1.019, -0.929, -1.410], [-0.033, 0.478, 2.727], [-0.950, -1.799, -1.892], [-0.168, 1.207, 1.610], [1.018, 1.393, 0.691], [0.317, -2.016, -1.761], [-1.109, -0.459, -1.568], [0.102, 0.071, -1.255], [0.572, 1.398, -0.777], [-0.823, 0.907, 3.369], [-0.250, 2.111, -0.911], [1.763, 0.608, 0.873], [-2.076, 0.037, -1.580], [0.855, -2.958, -1.826], [0.808, -0.077, 2.820], [1.475, 2.366, 0.925], [1.412, 1.739, -1.399]], "orbital_gap_ev": 9.867, "homo_ha": -0.33984}


## d
{"formula": "C6H8N2O2", "method": "ωB97M-V/def2-TZVPD", "symbols": ["O", "O", "N", "N", "C", "C", "C", "C", "C", "C", "H", "H", "H", "H", "H", "H", "H", "H"], "xyz": [[-2.829, -1.787, 0.565], [-1.843, 0.090, -1.785], [-3.293, 0.191, 1.509], [3.212, 1.234, -0.174], [-2.704, 0.000, 0.449], [-1.690, 0.617, -0.486], [0.858, 0.471, 0.311], [-0.313, 0.529, 0.013], [2.268, 0.456, 0.633], [3.227, -0.215, -0.288], [-1.969, -2.006, 0.175], [2.821, -0.667, -1.195], [-1.978, 1.678, -0.559], [2.739, 1.655, -0.971], [-1.644, -0.855, -1.783], [2.490, 0.453, 1.703], [4.097, -0.715, 0.140], [-3.450, -1.130, 1.745]], "orbital_gap_ev": 10.008, "homo_ha": -0.35651}


Result of the stability comparison: c is the most stable of them.